53
Properties=species:S:1:pos:R:3:forces:R:3 method="wB97M-V/def2-TZVPD" total_charge=+3 e_above_lowest_ev=0.000 homo_lumo_gap_ev=4.85 largest_force_ev_per_a=0.73 mol_weight_g_mol=696.9
W -0.8936 0.5606 -0.5308 -0.1 0.0 0.7
Cl 0.6467 1.9370 -1.2795 0.1 0.2 -0.1
S -3.0666 -0.2622 -0.5149 0.0 -0.2 0.1
S -2.3216 2.3302 -1.1470 0.0 0.2 -0.2
S -5.2620 1.6665 -1.2499 -0.1 0.0 -0.1
O 0.3285 -3.3125 -1.5510 0.0 0.2 -0.2
O -0.9429 1.1808 3.5918 0.0 0.3 -0.3
N -0.1261 -1.1222 -1.5455 0.1 -0.3 -0.2
N -0.8964 1.3965 1.3700 0.3 0.0 0.0
N -0.6147 -1.0603 0.9398 0.0 -0.1 0.0
C 0.0858 3.7233 1.2926 0.0 0.1 0.0
C 0.7334 5.6419 -0.0109 0.0 0.0 0.0
C -0.4358 -0.7673 -4.0192 0.0 0.0 -0.2
C -3.7471 1.2942 -1.0222 0.0 0.2 0.1
C -0.2277 -3.3629 1.3982 0.0 0.1 0.1
C -2.1051 0.8903 -4.6364 0.1 -0.2 -0.2
C 1.4289 3.4641 1.5786 0.0 0.0 0.0
C 2.0652 5.3722 0.2631 0.0 0.0 0.0
C -1.3337 0.2274 -3.7031 0.0 0.1 0.3
C 2.4156 4.2818 1.0583 0.0 0.0 0.0
C -0.6610 -1.8033 3.2005 0.0 0.0 -0.1
C -0.3273 -2.2990 0.5250 0.0 0.1 -0.1
C -1.9659 0.5090 -5.9666 -0.1 0.1 0.0
C -0.2600 4.8159 0.5012 0.1 0.0 0.0
C 0.4735 -2.9151 -2.9860 0.0 -0.1 0.3
C -0.7405 -0.8077 2.2452 0.0 0.1 -0.1
C -0.3001 -1.1321 -5.3561 0.0 0.0 0.0
C -0.9500 2.6684 3.3805 0.0 -0.4 0.1
C -0.9934 2.8540 1.8479 -0.1 -0.2 0.0
C -0.4257 -3.1056 2.7579 0.0 0.0 0.0
C -0.0464 -2.2694 -0.9187 0.0 -0.1 0.2
C -0.8749 0.6433 2.4362 0.0 -0.3 0.2
C 0.4083 -1.3775 -2.9438 0.0 0.0 0.1
C -1.0709 -0.4941 -6.3184 0.0 0.0 0.0
H -0.7674 -1.5629 4.2504 0.0 0.0 0.0
H -0.3648 -3.3777 -3.5018 0.0 0.0 -0.1
H -1.3025 5.0388 0.3066 0.0 0.0 0.0
H -1.8291 3.0323 3.9025 0.0 0.1 0.0
H 2.8402 6.0190 -0.1250 0.0 0.0 0.0
H -2.5568 0.9951 -6.7310 0.0 0.0 0.0
H -1.9746 3.1960 1.5202 0.0 0.1 0.0
H 1.4250 -3.3219 -3.3123 0.0 0.0 -0.1
H 1.4186 -0.9572 -2.9461 0.0 0.0 0.0
H 3.4556 4.0894 1.2830 0.0 0.0 0.0
H 0.0108 -4.3528 1.0313 0.0 0.0 0.0
H -2.7922 1.6769 -4.3538 0.0 0.0 0.0
H -1.4386 0.5187 -2.6452 -0.1 -0.1 -0.5
H -0.3632 -3.9155 3.4740 0.0 0.0 0.0
H -0.9657 -0.7789 -7.3561 0.0 0.0 0.0
H 0.4052 -1.8963 -5.6611 0.0 0.0 0.0
H 1.7180 2.6315 2.2142 0.0 0.0 0.0
H -0.0331 3.0259 3.8394 0.0 0.1 0.0
H 0.4650 6.5032 -0.6072 0.0 0.0 0.0